C11H13N2P | ωB97M-V/def2-TZVPD

Properties
HOMO-LUMO gap (alpha / beta) = 7.65 / 6.60 eV
Total charge = 0
Largest force on an atom = 5.8 eV/A
Multiplicity = 1

```
27
Properties=species:S:1:pos:R:3:forces:R:3
C -2.470 1.091 0.210 -0.93 -1.33 0.30
N 0.877 -1.338 -1.280 -1.41 -0.42 0.58
C -3.762 1.402 -0.156 1.28 -2.93 0.09
H -4.014 2.377 -0.280 -0.96 2.68 -0.21
H -1.803 1.832 0.477 1.30 1.56 0.28
H 1.488 2.019 0.200 1.31 3.44 -0.80
H 2.764 -0.937 -2.007 -0.44 0.21 0.38
H -2.501 -2.158 0.237 -0.44 -1.93 -0.19
C -4.644 0.367 -0.437 -2.30 1.33 -1.08
C -2.079 -0.242 0.395 0.65 1.66 0.28
H 3.534 -0.697 1.725 -0.18 -0.83 -0.82
C 1.435 1.043 0.446 -0.55 -2.36 0.98
H 4.339 1.237 0.534 0.21 1.58 1.98
H 1.950 -1.546 1.542 1.64 0.69 -1.62
H -5.702 0.753 -0.761 1.95 -1.41 0.59
H -4.840 -1.705 -0.616 -3.03 -3.46 -1.15
H 3.302 -1.918 0.173 -0.73 1.75 2.43
C 3.873 0.756 -0.252 -3.87 2.79 -3.36
P -0.433 -0.653 1.121 -0.23 -0.60 -1.40
H 4.504 -0.005 -0.386 2.52 -3.09 -1.39
C 2.492 0.114 0.030 0.51 -1.03 0.12
N 0.262 0.821 0.929 0.17 -0.53 -0.39
C -2.965 -1.232 0.070 0.28 0.41 0.09
C 2.845 -1.091 0.927 -0.56 -1.45 1.00
C -4.241 -0.959 -0.398 2.65 3.35 1.44
C 1.957 -0.790 -1.245 0.89 1.26 -0.01
H 3.831 1.459 -1.198 0.28 -1.34 1.86
```
Forces are in eV/Å.

Calculated atomic charges, method Mulliken, unit e: -0.3640, -0.5980, -0.7050, 0.4737, 0.5263, 0.5018, 0.4355, 0.3838, -0.0983, 0.4285, 0.3237, -0.6117, 0.4798, 0.2822, 0.2058, 0.5371, 0.3199, -1.9080, 0.0273, 0.5899, 1.1461, -0.3911, -0.3713, -1.0546, -0.9236, 0.0478, 0.3166

***

C27H32ClFFeN6O4Si | ωB97M-V/def2-TZVPD

Properties
HOMO-LUMO gap (alpha / beta) = 9.47 / 6.02 eV
Total charge = +1
⟨S²⟩ = 8.800
Largest force on an atom = 0.6 eV/A
Multiplicity = 6

```
73
Properties=species:S:1:pos:R:3:forces:R:3
C 0.256 3.958 -0.730 -0.06 -0.03 -0.09
C -2.545 -0.270 -2.596 0.03 -0.01 0.01
H -4.618 2.680 -0.833 0.00 0.01 0.02
O 4.204 5.941 0.612 0.04 0.00 0.00
C 3.479 3.155 0.857 0.04 0.03 0.06
C 4.772 -1.140 0.905 0.02 0.00 0.02
O -0.606 3.016 -0.932 -0.21 0.21 0.01
Cl 4.992 3.250 1.604 -0.01 -0.12 -0.02
O 2.253 6.454 -0.296 0.04 -0.02 0.05
H 3.006 -2.914 -2.184 0.00 0.01 0.02
H -5.798 -0.026 -0.253 -0.04 0.03 -0.03
F -0.720 1.329 2.045 -0.10 -0.05 0.18
H -5.704 -0.301 -1.981 -0.01 -0.02 -0.02
C 1.278 0.028 -2.206 -0.03 -0.05 0.02
C 0.982 -4.012 -1.072 -0.02 0.00 0.02
N -2.468 0.447 0.222 -0.12 0.18 0.03
H -1.747 -3.493 0.916 0.01 0.00 0.01
H 5.120 0.826 0.131 0.03 0.09 0.01
C -1.837 0.692 2.500 0.03 -0.01 0.06
H 1.516 1.086 -2.098 0.00 0.03 -0.01
H 4.148 -3.021 1.726 0.01 -0.02 0.00
C -0.705 -3.418 0.606 0.03 0.00 -0.01
H 1.774 -2.473 -3.369 0.02 -0.02 0.01
C -3.924 -0.411 2.016 0.03 0.06 0.04
C 4.434 0.183 0.662 -0.03 -0.01 0.00
N 0.420 -0.363 -1.082 0.00 -0.08 -0.02
C 3.195 0.652 1.073 0.04 -0.06 0.00
H -3.134 -0.254 -3.516 -0.03 -0.01 -0.01
C 2.699 4.165 0.321 -0.02 -0.03 -0.06
Si -3.549 0.484 -1.225 0.02 0.00 -0.05
H -4.268 2.393 -2.540 -0.05 0.01 0.00
H 3.097 -0.654 -1.305 -0.02 -0.02 -0.08
H 1.336 0.195 2.033 0.06 0.00 -0.01
H -2.973 2.896 -1.457 0.04 0.00 0.00
H 0.732 -0.085 -3.150 0.01 0.00 -0.01
H -5.037 -1.502 -0.883 -0.01 -0.01 0.01
C -3.164 -0.108 4.282 0.01 0.00 0.02
H -4.989 -1.094 3.724 -0.01 -0.01 0.00
N 1.583 2.203 0.214 -0.02 0.01 -0.02
H 1.202 -4.568 -1.984 -0.01 0.01 0.00
H 1.932 -2.164 2.434 0.00 -0.01 0.01
C 2.545 -0.805 -2.236 -0.01 0.02 0.02
H -0.500 -5.365 -0.300 0.01 0.00 0.01
C 3.876 -1.992 1.536 -0.03 0.05 -0.01
H 5.739 -1.505 0.587 0.01 -0.01 0.00
C -2.009 0.543 3.844 0.02 0.02 -0.06
N -0.437 -2.033 0.239 -0.13 0.08 0.05
H -1.272 0.929 4.534 0.01 0.01 0.01
H 1.726 -4.300 -0.321 0.01 -0.02 -0.01
C 0.382 -1.644 -0.777 0.12 -0.07 0.02
H -4.645 -0.794 1.313 -0.03 -0.02 -0.01
C 2.152 -2.258 -2.365 0.02 0.02 -0.01
C -5.162 -0.429 -1.041 0.02 -0.07 0.03
H -1.136 -4.116 -1.378 -0.01 -0.03 0.00
H -3.326 -0.242 5.342 0.00 0.00 0.01
C 2.295 -0.188 1.708 -0.07 0.04 0.08
O 0.105 5.123 -1.048 0.00 0.03 0.04
N 2.790 1.988 0.768 -0.01 0.08 0.03
H -1.126 -1.345 0.492 -0.01 -0.04 -0.05
C -2.762 0.251 1.503 0.00 -0.05 -0.04
C 2.635 -1.512 1.933 0.02 -0.03 -0.01
C 1.521 3.495 -0.066 -0.02 0.02 0.07
H -1.633 0.298 -2.781 0.00 0.01 -0.03
H -0.084 -3.709 1.459 0.00 -0.02 0.00
H 1.404 6.024 -0.574 0.01 -0.02 -0.08
H -2.266 -1.305 -2.392 0.01 -0.01 0.01
Fe -0.475 1.250 -0.201 0.46 -0.24 -0.19
C -4.106 -0.585 3.364 0.00 0.01 -0.04
C 3.120 5.602 0.223 -0.08 0.05 0.02
C -3.873 2.286 -1.527 0.03 0.02 0.04
N 1.122 -2.592 -1.384 -0.06 0.04 -0.02
C -0.416 -4.316 -0.579 -0.01 0.01 -0.01
H 3.189 -0.517 -3.066 -0.01 0.01 -0.02
```
Forces are in eV/Å.

Calculated atomic charges, method Mulliken, unit e: 0.7934, -0.6943, 0.3371, -0.5699, 0.1276, -0.6137, -0.7470, -0.1007, -0.5446, 0.5472, 0.3932, -0.1422, 0.3788, -1.3855, -0.7453, 0.1782, 0.3847, 0.4800, 0.7423, 0.2810, 0.4617, -0.7670, 0.3058, -0.6702, -0.5659, 0.8147, 0.1860, 0.5560, -0.2216, -0.0043, 0.3427, -0.4788, 0.6554, 0.3041, 0.4278, 0.3684, -0.4384, 0.4752, 0.8835, 0.4893, 0.4838, 0.1911, 0.3882, -0.7526, 0.4095, -0.9111, 0.3909, 0.5250, 0.2711, -0.2540, 0.3319, -0.9204, -1.3036, 0.2815, 0.4341, -0.3188, -0.8162, -0.4498, -0.3798, 0.6141, -0.6123, 0.1247, 0.0552, 0.2783, 0.4389, 0.1622, 1.3018, -0.9464, 0.4687, -0.9787, 0.4848, -0.6925, 0.4756

***

C5H8N | ωB97M-V/def2-TZVPD

Properties
HOMO-LUMO gap = 11.16 eV
Total charge = +1
Largest force on an atom = 5.8 eV/A
Multiplicity = 1

```
14
Properties=species:S:1:pos:R:3:forces:R:3
H -1.189 1.037 -1.934 1.11 0.86 1.84
N -0.436 0.275 0.186 -0.72 0.71 1.77
H 0.973 -1.845 0.606 1.74 0.23 1.70
H 0.044 -3.047 -0.391 -0.14 0.12 0.25
C 0.699 0.346 1.135 -4.21 0.22 -3.98
H -1.283 0.242 0.887 1.46 1.35 -1.78
H -0.901 2.407 -0.557 0.15 -1.15 -0.79
C 1.533 0.768 1.842 2.03 0.04 0.97
H -1.430 -1.077 -1.185 0.92 -0.22 1.43
C 0.142 -2.057 0.046 -2.25 -0.10 -2.69
C -0.520 1.499 -1.105 0.02 -0.84 1.15
H 0.538 1.679 -1.453 -1.15 -0.62 0.60
H 2.475 0.843 2.293 0.58 0.48 0.84
C -0.645 -1.069 -0.369 0.46 -1.08 -1.30
```
Forces are in eV/Å.

Calculated atomic charges, method Mulliken, unit e: 0.3087, 0.0618, 0.3135, 0.2724, -0.5279, 0.4596, 0.3138, -0.0331, 0.3443, -0.7987, -0.4782, 0.2883, 0.4178, 0.0576

***

C22H44Cl2O5PdSSi | ωB97M-V/def2-TZVPD

Properties
HOMO-LUMO gap (alpha / beta) = 4.91 / 5.67 eV
Total charge = -2
⟨S²⟩ = 6.034
Largest force on an atom = 4.2 eV/A
Multiplicity = 5

```
76
Properties=species:S:1:pos:R:3:forces:R:3
C 0.744 2.178 -4.766 0.14 0.37 0.01
H -2.015 0.993 4.847 -0.07 -0.10 -0.11
C -3.090 0.283 1.639 -0.23 -0.26 -0.13
Cl 2.704 -2.054 -1.771 1.15 -1.18 -0.22
H -2.980 0.749 0.655 0.11 -0.03 0.12
H 1.724 -2.228 0.647 -0.01 -0.13 0.35
H 2.381 -1.446 2.108 0.00 -0.02 -0.01
C 3.136 1.633 4.369 0.01 -0.13 0.29
Pd 0.892 -0.661 -1.312 -3.09 -1.19 0.76
H 1.444 2.341 -3.934 -0.12 -0.07 -0.17
H -2.657 -0.722 1.601 0.08 0.29 -0.05
H 3.624 2.560 4.693 -0.04 -0.08 -0.07
H -1.985 2.347 -4.210 -0.17 -0.11 0.08
H -1.475 -3.316 2.263 0.05 0.03 -0.05
H 3.731 1.499 1.782 -0.12 0.14 -0.01
H 2.407 2.478 1.115 0.48 -0.07 0.55
H -0.861 1.050 -1.333 -0.29 -0.96 -0.48
H -2.822 3.056 3.668 -0.05 -0.05 -0.11
C 0.478 -2.191 3.855 -0.02 -0.01 0.25
H 1.282 2.364 -5.703 0.03 0.06 0.00
H 0.137 -3.521 -5.188 0.09 -0.13 0.16
H -2.917 1.308 -5.302 -0.09 0.12 0.10
C 0.366 -2.192 2.334 -0.15 0.06 0.07
H 3.585 3.225 2.230 0.06 -0.11 0.09
C -2.472 1.137 2.742 0.46 0.02 0.09
H -3.283 2.982 1.949 0.01 -0.07 0.13
H -2.544 -2.563 -4.881 -0.02 0.02 0.19
C -2.305 1.316 -4.388 -0.51 0.14 -0.01
H 0.508 2.741 4.352 0.08 0.01 -0.26
H 2.714 -0.256 -6.028 0.06 0.01 0.02
C 2.177 1.929 3.219 0.00 -0.45 -0.24
H 0.131 -3.286 -3.399 0.11 0.03 -0.19
C 0.527 -2.912 -4.356 0.11 -0.46 0.02
S 0.585 1.496 0.192 -0.38 0.24 -0.39
C 2.468 -0.414 -4.968 0.56 -0.04 -0.05
H -4.302 2.181 3.183 0.14 0.13 -0.08
H 1.815 3.889 4.022 -0.03 -0.06 -0.10
H 2.618 1.202 5.232 -0.04 0.01 -0.09
C -3.271 2.425 2.892 -0.01 0.21 -0.04
C 0.215 0.803 -4.722 -2.94 -0.07 0.30
Cl 2.285 0.985 -1.845 2.77 2.63 -1.81
O -0.973 0.122 -1.664 0.12 0.79 0.05
H 3.922 0.940 4.045 -0.22 0.01 0.05
H -2.942 0.987 -3.555 0.10 0.25 -0.07
H -0.529 -3.285 0.716 0.02 0.04 0.39
O 1.433 0.713 2.961 0.09 0.42 0.54
H 1.615 -3.007 -4.311 -0.16 -0.15 -0.02
H 2.215 -3.216 2.037 0.02 0.07 -0.05
H 2.967 0.361 -4.372 -0.09 -0.13 -0.09
H -0.010 -4.304 2.112 0.01 0.05 0.01
H 0.703 3.456 2.716 -0.04 -0.24 0.17
H 2.877 -1.375 -4.648 0.03 0.12 -0.06
C 3.026 2.306 2.013 0.10 0.30 -0.48
C 1.231 3.064 3.592 0.02 0.39 0.27
O -0.339 -0.999 1.921 0.45 0.32 0.46
H -0.067 2.904 -4.682 0.10 0.06 -0.05
H -2.184 -2.396 -3.138 0.09 0.14 -0.23
H 0.976 -3.106 4.188 -0.01 -0.02 -0.02
C 1.757 -2.265 1.744 0.19 0.08 -0.45
H -3.241 -1.208 -3.952 0.04 -0.20 0.00
C 0.149 -1.498 -4.534 1.79 1.86 -0.44
H -2.024 -0.584 4.007 -0.07 0.29 -0.06
H -1.124 -1.832 -0.901 0.39 -0.65 -0.08
H -3.562 0.243 4.364 0.13 -0.05 0.06
C -1.182 -1.006 -4.405 0.65 0.96 0.08
C -2.514 0.396 4.074 -0.06 -0.24 0.20
Si 0.136 0.575 1.925 -0.18 -0.26 0.21
H -4.163 0.165 1.842 0.08 0.06 -0.02
H -0.508 -2.156 4.328 0.02 0.02 -0.04
O -0.346 -2.417 -1.019 -0.58 0.46 -0.09
C -1.142 0.418 -4.522 1.88 0.32 -0.47
O -1.118 1.522 2.457 -1.06 -0.41 0.80
C 1.012 -0.381 -4.763 -1.32 -3.01 0.59
H 1.072 -1.335 4.193 -0.14 -0.09 -0.05
C -2.353 -1.839 -4.074 -0.39 -0.04 0.06
C -0.470 -3.352 1.822 -0.17 -0.22 -0.08
```
Forces are in eV/Å.

Calculated atomic charges, method Mulliken, unit e: -1.5580, 0.2929, -1.3715, -0.6754, 0.2904, 0.1691, 0.1208, -1.9164, 1.1206, 0.2047, 0.0560, 0.4118, 0.4101, 0.3298, 0.3106, 0.2689, 0.0909, 0.3605, -1.8003, 0.3037, 0.3331, 0.2516, 1.8756, 0.4227, 2.1012, 0.3872, 0.3531, -1.7119, 0.2210, 0.3351, 1.8072, 0.1177, -1.4625, -0.9255, -1.3698, 0.4240, 0.5315, 0.3736, -1.9241, 0.7426, -0.7580, -0.4941, 0.3901, 0.3339, 0.1169, -0.2930, 0.3175, 0.5194, 0.2492, 0.4110, 0.2780, 0.2874, -1.4514, -1.6928, 0.8660, 0.3930, 0.1603, 0.5145, -1.4094, 0.3760, 0.4363, 0.0509, 0.1083, 0.5163, 0.8008, -1.5768, 0.3728, 0.5195, 0.3461, -0.9402, 0.7239, 0.0101, 0.2931, 0.1102, -1.4826, -1.7058